[1]
Entry from the Open Molecules 2025 dataset: a molecular structure, C64H43ClI2InN6O3 (the ωB97M-V functional and the def2-TZVPD basis).

```
! wB97M-V def2-TZVPD RIJCOSX def2/J DEFGRID3
* xyz -1 1
In -0.19 0.13 -0.02
C 7.16 2.72 -1.35
C 6.42 1.80 -2.10
C 5.20 1.34 -1.63
C 4.69 1.77 -0.40
C 5.44 2.69 0.33
C 6.66 3.16 -0.14
C 3.39 1.27 0.10
C 2.34 2.18 0.40
C 2.30 3.63 0.07
C 1.04 4.02 0.21
C 0.21 2.82 0.62
N 1.20 1.79 0.89
C -2.04 3.07 1.47
C -2.96 1.96 1.68
C -4.39 1.93 1.61
C -4.74 0.62 1.46
C -3.49 -0.12 1.44
C -3.33 -1.47 1.27
C -4.54 -2.29 1.02
C -4.64 -3.00 -0.17
C -5.77 -3.75 -0.46
C -6.82 -3.80 0.45
C -6.73 -3.11 1.65
C -5.60 -2.36 1.93
C -2.09 -2.19 1.33
N -0.79 -1.76 1.18
C 0.00 -2.85 1.45
C 1.44 -2.98 1.31
C 2.01 -4.33 1.58
C 2.87 -4.53 2.66
C 3.43 -5.78 2.91
C 3.15 -6.84 2.07
C 2.30 -6.66 0.99
C 1.74 -5.41 0.75
C 2.31 -2.02 0.88
C 3.73 -2.26 0.61
C 4.24 -1.09 0.21
C 3.17 -0.09 0.26
N 2.00 -0.70 0.62
C -0.80 -3.95 1.83
C -2.11 -3.55 1.71
N -2.43 0.75 1.56
C -2.40 5.25 0.59
C -1.54 5.93 1.44
C -1.59 7.32 1.50
C -2.47 8.04 0.70
C -3.32 7.35 -0.16
C -3.29 5.96 -0.22
H 8.11 3.07 -1.71
H 6.80 1.46 -3.05
H 4.62 0.65 -2.23
H 5.06 3.03 1.29
H 7.23 3.86 0.46
H 3.15 4.21 -0.27
H 0.62 5.00 0.01
H -5.04 2.79 1.67
H -5.73 0.21 1.34
H -3.83 -2.93 -0.89
H -5.83 -4.28 -1.41
H -7.71 -4.38 0.22
H -7.54 -3.15 2.36
H -5.51 -1.83 2.87
H 3.09 -3.69 3.31
H 4.09 -5.91 3.76
H 3.59 -7.82 2.26
H 2.07 -7.49 0.33
H 1.07 -5.27 -0.10
H 4.23 -3.21 0.71
H 5.27 -0.88 -0.04
H -0.45 -4.92 2.14
H -2.99 -4.12 1.94
H -0.85 5.38 2.06
H -0.93 7.85 2.17
H -2.51 9.12 0.76
H -4.01 7.89 -0.79
H -3.95 5.41 -0.87
I -3.97 -3.26 -6.26
C -3.16 -2.20 -4.64
C -3.73 -1.00 -4.25
C -3.22 -0.36 -3.14
I -4.00 1.48 -2.52
C -2.17 -0.90 -2.35
O -1.84 -0.31 -1.25
C -1.57 -2.07 -2.83
C -0.46 -2.72 -2.05
N 0.57 -1.79 -1.60
C 1.45 -1.27 -2.62
C 0.85 -0.06 -3.27
C 0.80 0.09 -4.65
C 0.21 1.23 -5.18
C -0.32 2.17 -4.31
C -0.21 1.95 -2.95
N 0.37 0.86 -2.43
C -2.07 -2.71 -3.96
H -4.56 -0.57 -4.80
H -0.04 -3.53 -2.66
H -0.88 -3.17 -1.14
H 1.12 -2.25 -0.89
H 1.68 -2.03 -3.39
H 2.39 -0.98 -2.15
H 1.20 -0.68 -5.29
H 0.15 1.37 -6.25
H -0.81 3.06 -4.68
H -0.61 2.65 -2.22
H -1.60 -3.63 -4.30
Cl 0.21 1.42 7.58
C -0.07 1.80 5.90
C -0.90 2.85 5.57
C -1.08 3.15 4.22
C -0.47 2.43 3.20
C 0.35 1.35 3.58
C 0.54 1.04 4.92
C -0.75 2.90 1.81
O -2.46 3.89 0.44
O -0.48 2.28 -0.46
H -1.37 3.44 6.34
H -1.73 3.98 3.96
H 0.82 0.73 2.84
H 1.16 0.20 5.19
*
```

Its frontier orbital gap is 5.3 eV. For the calculated total energy, the calculation gives -4264.6972 Ha. As for the energy above the lowest of the compared OMol25 structures with the same formula, charge and spin: 48.9 kJ/mol. Its LUMO energy is 1.226 eV.

=====

[2]
Entry from the Open Molecules 2025 dataset: a molecular structure, C64H46BiF3N7O3P2S (the ωB97M-V functional and the def2-TZVPD basis).

```
! wB97M-V def2-TZVPD RIJCOSX def2/J DEFGRID3
* xyz 1 1
Bi 0.04 0.22 -0.02
C -3.01 -2.15 2.70
C -1.83 -1.68 2.14
N -1.76 -1.39 0.84
C -2.83 -1.61 0.07
C -4.02 -2.02 0.67
N -4.11 -2.28 1.97
C -2.64 -1.54 -1.40
C -3.68 -1.78 -2.28
C -3.42 -1.87 -3.65
C -2.10 -1.74 -4.05
C -1.10 -1.47 -3.12
N -1.38 -1.34 -1.82
C 0.29 -1.29 -3.60
C 0.56 -0.47 -4.70
N 1.77 -0.37 -5.22
C 2.73 -1.07 -4.62
C 2.47 -1.84 -3.49
N 1.25 -1.96 -2.99
C -4.51 -2.11 -4.62
C -4.45 -1.58 -5.90
C -5.50 -1.81 -6.78
N -6.58 -2.51 -6.45
C -6.64 -3.02 -5.23
C -5.64 -2.86 -4.28
H -3.07 -2.41 3.75
H -0.92 -1.56 2.70
H -4.93 -2.16 0.10
H -4.69 -1.88 -1.92
H -1.82 -1.89 -5.09
H -0.22 0.13 -5.16
H 3.72 -1.02 -5.05
H 3.27 -2.36 -2.97
H -3.61 -0.97 -6.21
H -5.47 -1.40 -7.78
H -7.53 -3.59 -4.99
H -5.73 -3.33 -3.31
O 2.53 0.05 -1.73
S 3.30 0.48 -0.58
O 4.23 1.54 -0.80
O 2.36 0.76 0.56
C 4.24 -0.93 0.00
C 5.62 -0.82 -0.13
C 6.45 -1.84 0.31
C 5.89 -2.97 0.90
C 4.52 -3.07 1.04
C 3.66 -2.07 0.59
P 1.84 -2.28 0.89
C 1.43 -3.82 -0.02
C 0.12 -4.28 0.09
C -0.30 -5.41 -0.59
C 0.59 -6.09 -1.41
C 1.89 -5.64 -1.54
C 2.31 -4.51 -0.85
C 1.89 -2.85 2.63
C 1.55 -4.12 3.09
C 1.57 -4.41 4.45
C 1.93 -3.43 5.36
C 2.27 -2.16 4.92
C 2.24 -1.87 3.56
H 6.02 0.08 -0.58
H 7.52 -1.74 0.22
H 6.53 -3.76 1.26
H 4.10 -3.95 1.52
H -0.58 -3.75 0.73
H -1.32 -5.77 -0.48
H 0.27 -6.98 -1.95
H 2.59 -6.16 -2.18
H 3.33 -4.16 -0.96
H 1.28 -4.90 2.38
H 1.30 -5.40 4.79
H 1.95 -3.65 6.42
H 2.55 -1.38 5.63
H 2.49 -0.88 3.21
C 0.18 0.01 7.24
C 1.18 0.89 6.85
C 1.29 1.29 5.53
C 0.40 0.82 4.57
C -0.63 -0.03 4.98
C -0.73 -0.44 6.30
P 0.43 1.33 2.79
C 1.80 2.55 2.72
C 1.57 3.83 2.22
C 2.63 4.71 2.05
C 3.92 4.33 2.36
C 4.15 3.05 2.86
C 3.10 2.17 3.03
C -1.04 2.42 2.77
C -1.28 3.23 3.85
C -2.40 4.07 3.91
C -3.29 4.08 2.88
C -3.10 3.26 1.75
C -4.04 3.28 0.69
C -3.86 2.51 -0.41
C -2.71 1.70 -0.51
C -1.76 1.63 0.47
C -1.95 2.42 1.66
H 0.10 -0.31 8.27
H 1.87 1.28 7.59
H 2.07 1.99 5.26
H -1.39 -0.34 4.28
H -1.53 -1.11 6.59
H 0.56 4.14 1.97
H 2.44 5.71 1.66
H 4.75 5.01 2.21
H 5.16 2.75 3.11
H 3.31 1.16 3.37
H -0.59 3.22 4.69
H -2.55 4.71 4.78
H -4.17 4.72 2.92
H -4.91 3.93 0.78
H -4.58 2.53 -1.22
H -2.60 1.12 -1.43
F 1.66 5.65 -4.90
C 0.50 5.60 -4.23
F -0.50 5.63 -5.13
F 0.41 6.70 -3.48
C 0.43 4.36 -3.38
C -0.39 3.30 -3.73
C -0.43 2.20 -2.88
N 0.27 2.14 -1.75
C 1.09 3.15 -1.44
C 1.20 4.28 -2.23
H -0.99 3.32 -4.63
H -1.05 1.35 -3.12
H 1.68 3.05 -0.54
H 1.86 5.08 -1.94
*
```

Its frontier orbital gap is 6.7 eV. For the calculated total energy, the calculation gives -4670.4462 Ha. As for the energy above the lowest of the compared OMol25 structures with the same formula, charge and spin: 0.0 kJ/mol. Its LUMO energy is -3.492 eV.

=====

[3]
Entry from the Open Molecules 2025 dataset: 6 unconnected molecules or ions with the total composition C64H46N2O8 (the ωB97M-V functional and the def2-TZVPD basis).

```
! wB97M-V def2-TZVPD RIJCOSX def2/J DEFGRID3
* xyz 0 1
O -7.02 3.69 -0.51
C -6.99 2.68 0.16
C -8.08 2.35 1.11
C -9.18 3.19 1.22
C -10.13 2.99 2.21
C -10.06 1.87 3.02
C -9.03 0.96 2.84
C -8.00 1.25 1.96
C -6.82 0.33 1.93
O -6.65 -0.50 2.79
C -5.84 0.55 0.83
C -4.90 -0.44 0.58
C -3.99 -0.29 -0.46
C -4.02 0.88 -1.22
C -4.92 1.89 -0.95
C -5.88 1.70 0.04
H -9.32 4.04 0.57
H -10.94 3.69 2.33
H -10.79 1.67 3.79
H -8.93 0.13 3.53
H -4.82 -1.31 1.22
H -3.27 -1.07 -0.67
H -3.25 1.02 -1.97
H -4.96 2.75 -1.60
O -0.58 -6.70 -5.23
C 0.21 -5.97 -4.67
C 0.94 -6.43 -3.45
C 0.86 -7.77 -3.08
C 1.55 -8.24 -1.98
C 2.37 -7.39 -1.23
C 2.50 -6.07 -1.64
C 1.74 -5.57 -2.69
C 1.79 -4.13 -3.03
O 2.34 -3.33 -2.31
C 1.21 -3.71 -4.33
C 1.43 -2.41 -4.77
C 0.87 -1.95 -5.94
C 0.08 -2.82 -6.70
C -0.08 -4.14 -6.33
C 0.42 -4.57 -5.10
H 0.24 -8.48 -3.61
H 1.42 -9.25 -1.61
H 3.05 -7.79 -0.49
H 3.18 -5.39 -1.14
H 2.02 -1.77 -4.14
H 1.09 -0.96 -6.31
H -0.33 -2.49 -7.65
H -0.66 -4.80 -6.96
O 5.86 2.77 -1.08
C 5.21 3.07 -2.06
C 5.85 3.31 -3.39
C 7.20 3.05 -3.57
C 7.78 3.24 -4.81
C 7.06 3.80 -5.85
C 5.72 4.09 -5.66
C 5.10 3.79 -4.45
C 3.61 3.91 -4.40
O 2.97 4.28 -5.36
C 2.95 3.59 -3.10
C 1.58 3.79 -2.94
C 0.95 3.51 -1.75
C 1.71 2.95 -0.71
C 3.08 2.81 -0.84
C 3.72 3.10 -2.05
H 7.82 2.77 -2.73
H 8.85 3.09 -4.89
H 7.55 4.02 -6.79
H 5.15 4.47 -6.49
H 1.03 4.16 -3.80
H -0.07 3.78 -1.55
H 1.31 2.75 0.28
H 3.63 2.39 -0.01
O 4.08 1.98 7.98
C 4.23 2.49 6.89
C 4.61 3.91 6.72
C 4.83 4.68 7.86
C 5.23 5.99 7.79
C 5.39 6.56 6.52
C 5.23 5.81 5.37
C 4.77 4.50 5.48
C 4.47 3.73 4.24
O 4.47 4.26 3.15
C 4.14 2.27 4.40
C 3.99 1.52 3.24
C 3.87 0.15 3.32
C 3.73 -0.44 4.58
C 3.87 0.31 5.73
C 4.11 1.67 5.65
H 4.65 4.20 8.82
H 5.54 6.54 8.67
H 5.70 7.59 6.39
H 5.33 6.24 4.38
H 3.98 2.01 2.28
H 3.65 -0.50 2.48
H 3.66 -1.52 4.62
H 3.85 -0.20 6.68
C -7.46 -5.11 2.25
C -6.31 -4.25 1.75
C -5.34 -5.03 0.84
C -4.03 -4.39 0.76
N -3.03 -3.83 0.75
H -8.08 -4.60 2.98
H -7.10 -6.07 2.64
H -8.12 -5.42 1.43
H -5.73 -3.95 2.63
H -6.64 -3.34 1.24
H -5.70 -5.19 -0.17
H -5.17 -6.00 1.32
C -0.02 -1.05 -1.62
C 0.00 -0.14 -0.38
C -0.47 -0.88 0.87
C 0.64 -1.64 1.46
N 1.52 -2.23 1.91
H 0.64 -0.74 -2.43
H -1.03 -1.37 -1.89
H 0.43 -2.02 -1.33
H -0.77 0.58 -0.69
H 0.94 0.36 -0.19
H -1.21 -1.67 0.75
H -0.87 -0.17 1.59
*
```

Its frontier orbital gap is 8.4 eV. For the calculated total energy, the calculation gives -3177.9205 Ha. As for the energy above the lowest of the compared OMol25 structures with the same formula, charge and spin: 58.7 kJ/mol. Its SMILES is O=C1c2ccccc2C(=O)c2ccccc21.O=C1c2ccccc2C(=O)c2ccccc21.O=C1c2ccccc2C(=O)c2ccccc21.O=C1c2ccccc2C(=O)c2ccccc21.CCCC#N.CCCC#N. Its LUMO energy is -1.078 eV.

=====

[4]
Entry from the Open Molecules 2025 dataset: 4 unconnected molecules or ions with the total composition C64H51Br2N5O7S (the ωB97M-V functional and the def2-TZVPD basis).

```
! wB97M-V def2-TZVPD RIJCOSX def2/J DEFGRID3
* xyz 0 1
H -0.96 -0.03 -3.49
N -0.76 0.97 -3.56
C 0.50 1.13 -3.55
N 1.43 0.01 -3.44
N 1.10 2.43 -3.60
C 0.71 3.17 -2.38
C 1.58 2.71 -1.19
C 0.84 2.99 0.13
C -0.10 1.83 0.53
C -0.70 2.15 1.89
C -1.89 2.86 1.90
C -2.47 3.15 3.11
C -1.92 2.80 4.31
C -0.73 2.10 4.33
C -0.13 1.72 5.66
C -0.16 1.77 3.11
C 1.12 0.96 3.13
Br 2.74 1.75 3.75
C 1.08 -0.32 2.75
C 2.33 -1.19 2.77
Br -0.52 -1.20 2.18
S -4.03 4.02 3.01
C -4.75 3.13 1.63
C -3.89 2.86 0.60
C -4.36 2.17 -0.48
C -5.67 1.76 -0.50
C -6.55 2.00 0.53
C -7.96 1.43 0.36
N -9.05 2.09 1.10
C -6.07 2.72 1.62
O -6.89 3.00 2.69
N -2.52 3.28 0.67
H 1.20 -0.55 -2.63
H 1.23 -0.59 -4.24
H 0.78 2.94 -4.42
H -0.35 3.04 -2.11
H 0.94 4.23 -2.56
H 1.92 1.67 -1.26
H 2.49 3.32 -1.20
H 1.54 3.15 0.96
H 0.20 3.87 -0.03
H -0.91 1.76 -0.20
H 0.42 0.87 0.51
H -2.45 3.09 5.21
H 0.94 1.93 5.70
H -0.60 2.25 6.50
H -0.31 0.65 5.84
H 3.19 -0.61 2.46
H 2.47 -1.50 3.82
H 2.21 -2.10 2.18
H -3.71 1.94 -1.32
H -6.02 1.20 -1.36
H -8.24 1.35 -0.69
H -7.91 0.40 0.73
H -9.13 1.65 2.01
H -8.83 3.07 1.19
H -6.88 3.95 2.85
H -2.48 4.30 0.70
O 5.57 -4.83 -4.28
C 4.48 -5.26 -3.96
C 4.00 -6.58 -4.47
C 4.83 -7.33 -5.29
C 4.41 -8.58 -5.74
C 3.17 -9.08 -5.36
C 2.34 -8.32 -4.55
C 2.75 -7.07 -4.10
C 1.83 -6.27 -3.25
O 0.72 -6.67 -2.98
C 2.32 -4.96 -2.73
C 1.49 -4.21 -1.90
C 1.94 -3.00 -1.38
C 3.22 -2.54 -1.69
C 4.04 -3.28 -2.53
C 3.59 -4.49 -3.05
H 5.80 -6.94 -5.58
H 5.06 -9.16 -6.38
H 2.86 -10.05 -5.69
H 1.37 -8.71 -4.25
H 0.50 -4.57 -1.65
H 1.30 -2.42 -0.73
H 3.57 -1.61 -1.28
H 5.03 -2.92 -2.77
O 8.89 2.86 5.07
C 8.27 2.60 6.08
C 8.95 1.99 7.25
C 10.31 1.72 7.19
C 10.96 1.19 8.29
C 10.25 0.91 9.46
C 8.89 1.15 9.51
C 8.23 1.69 8.41
C 6.76 1.93 8.48
O 6.13 1.62 9.47
C 6.09 2.56 7.31
C 4.73 2.83 7.38
C 4.10 3.45 6.31
C 4.82 3.80 5.18
C 6.18 3.53 5.11
C 6.82 2.90 6.17
H 10.86 1.94 6.29
H 12.02 0.99 8.24
H 10.76 0.50 10.32
H 8.33 0.93 10.42
H 4.16 2.55 8.26
H 3.03 3.65 6.36
H 4.33 4.30 4.35
H 6.74 3.80 4.23
O -6.61 0.78 -7.80
C -6.64 0.01 -6.86
C -7.66 -1.06 -6.79
C -8.58 -1.20 -7.82
C -9.52 -2.22 -7.79
C -9.54 -3.11 -6.72
C -8.63 -2.97 -5.68
C -7.70 -1.94 -5.71
C -6.75 -1.79 -4.57
O -6.81 -2.52 -3.61
C -5.71 -0.73 -4.66
C -4.79 -0.59 -3.63
C -3.80 0.37 -3.70
C -3.72 1.21 -4.81
C -4.65 1.09 -5.84
C -5.64 0.12 -5.76
H -8.56 -0.51 -8.66
H -10.23 -2.33 -8.60
H -10.26 -3.92 -6.70
H -8.65 -3.66 -4.85
H -4.84 -1.25 -2.76
H -3.08 0.47 -2.90
H -2.94 1.95 -4.87
H -4.59 1.74 -6.70
*
```

Its frontier orbital gap is 7.4 eV. For the calculated total energy, the calculation gives -8816.1614 Ha. Its SMILES is [H]/N=C(\N)NCCCCc1c2c(cc(C)c1/C(Br)=C(/C)Br)Sc1c(ccc(CN)c1O)N2.O=C1c2ccccc2C(=O)c2ccccc21.O=C1c2ccccc2C(=O)c2ccccc21.O=C1c2ccccc2C(=O)c2ccccc21. Its LUMO energy is -1.072 eV.